(1)
69
Properties=species:S:1:pos:R:3:nbo_charge:R:1 method="wB97M-V/def2-TZVPD" homo_lumo_gap_ev=2.324 charge=+1 e_above_lowest_kcal_mol=81.0 lumo_ha=-0.335
Al 7.554 -7.914 -19.556 1.4160
N 8.551 -5.697 -20.944 -1.1260
S 10.012 -5.211 -21.028 2.3344
O 10.270 -3.938 -20.293 -0.8326
O 10.887 -5.533 -22.189 -0.8227
F 10.534 -6.172 -19.832 -0.5311
S 8.103 -4.747 -22.357 2.3402
O 8.716 -5.047 -23.621 -0.8303
O 7.766 -3.365 -22.146 -0.8196
F 6.650 -5.459 -22.599 -0.5122
F 6.855 -8.601 -16.823 -0.6089
O 10.053 -9.097 -19.185 -1.1175
P 11.226 -9.943 -18.731 2.3800
N 10.861 -11.256 -17.744 -0.7750
C 9.750 -11.042 -16.787 -0.4166
C 11.680 -12.501 -17.568 -0.4076
N 12.432 -9.069 -17.872 -0.6989
C 13.119 -9.590 -16.697 -0.4247
C 12.538 -7.622 -18.023 -0.4241
N 12.163 -10.718 -20.015 -0.7049
C 11.315 -11.499 -20.849 -0.4279
C 13.543 -10.484 -20.520 -0.4192
H 8.864 -11.436 -17.284 0.2082
H 9.546 -9.998 -16.547 0.2334
H 9.967 -11.559 -15.852 0.2166
H 11.496 -13.224 -18.362 0.2120
H 11.588 -12.971 -16.589 0.2280
H 12.742 -12.335 -17.751 0.2104
H 12.442 -9.441 -15.856 0.2112
H 13.503 -10.598 -16.854 0.2147
H 13.989 -9.033 -16.349 0.2328
H 13.530 -7.199 -17.865 0.2252
H 12.160 -7.332 -19.003 0.2431
H 11.912 -7.136 -17.274 0.2088
H 11.911 -12.341 -21.200 0.2190
H 10.355 -11.671 -20.363 0.2096
H 10.942 -10.964 -21.722 0.2012
H 14.100 -10.399 -19.587 0.2155
H 13.773 -9.697 -21.239 0.2249
H 14.032 -11.379 -20.905 0.2181
O 4.775 -8.165 -20.588 -1.0807
P 3.492 -8.841 -20.906 2.3759
N 3.243 -9.044 -22.609 -0.7914
C 4.353 -8.829 -23.590 -0.4056
C 2.030 -9.529 -23.198 -0.4125
N 2.170 -7.901 -20.445 -0.6899
C 1.726 -7.977 -19.105 -0.4390
C 1.665 -6.738 -21.254 -0.4092
N 3.151 -10.415 -20.114 -0.7124
C 2.262 -11.419 -20.729 -0.4218
C 3.626 -10.710 -18.742 -0.4260
H 3.879 -8.524 -24.523 0.2102
H 5.029 -9.650 -23.831 0.2001
H 4.943 -7.982 -23.240 0.2265
H 1.888 -8.950 -24.111 0.2105
H 1.132 -9.495 -22.581 0.2150
H 2.084 -10.601 -23.386 0.1894
H 1.099 -7.172 -18.721 0.2374
H 1.063 -8.840 -19.054 0.2114
H 2.514 -8.075 -18.358 0.2269
H 2.025 -5.809 -20.812 0.2294
H 1.790 -6.911 -22.323 0.2336
H 0.580 -6.761 -21.151 0.2140
H 2.330 -12.310 -20.105 0.2228
H 1.260 -11.049 -20.511 0.2030
H 2.471 -11.727 -21.753 0.2233
H 4.357 -9.946 -18.477 0.2276
H 4.278 -11.578 -18.838 0.2129
H 2.878 -10.775 -17.952 0.2153


(2)
61
Properties=species:S:1:pos:R:3:nbo_charge:R:1 method="wB97M-V/def2-TZVPD" homo_lumo_gap_ev=1.483 charge=+3 e_above_lowest_kcal_mol=311.8 lumo_ha=-0.489
Al -0.052 0.095 0.300 0.9985
C 5.593 2.142 -3.177 -0.8232
S 4.199 3.283 -2.740 1.2817
O 2.969 2.438 -2.716 -0.8713
C 4.172 4.292 -4.303 -0.7752
H 6.490 2.525 -2.690 0.2550
H 5.987 2.128 -4.193 0.2586
H 5.347 1.135 -2.842 0.2614
H 3.139 4.629 -4.391 0.2480
H 4.354 3.560 -5.091 0.2449
H 4.935 5.069 -4.282 0.2621
C -4.290 -5.306 -2.900 -0.8240
S -3.153 -4.123 -3.573 1.2612
O -2.372 -3.526 -2.377 -0.8632
C -2.005 -5.427 -4.272 -0.7908
H -3.683 -5.785 -2.132 0.2425
H -4.645 -6.011 -3.652 0.2653
H -5.128 -4.827 -2.393 0.2601
H -1.255 -4.934 -4.890 0.2497
H -2.457 -6.252 -4.822 0.2573
H -1.439 -5.837 -3.436 0.2440
C -0.462 2.114 -6.423 -0.8015
S -1.977 2.461 -5.429 1.2308
O -1.655 1.763 -4.058 -0.8386
C -1.547 4.247 -4.953 -0.7861
H -0.468 2.710 -7.335 0.2543
H -0.409 1.118 -6.863 0.2628
H 0.445 2.306 -5.849 0.2460
H -2.235 4.680 -4.227 0.2596
H -1.754 4.918 -5.787 0.2508
H -0.608 4.421 -4.429 0.2454
C -0.965 -6.647 1.638 -0.7556
S -1.403 -5.588 3.140 1.2390
O -1.008 -4.179 2.637 -0.8464
C -3.245 -5.649 3.068 -0.8059
H -1.299 -7.675 1.780 0.2498
H 0.113 -6.633 1.478 0.2572
H -1.437 -6.162 0.784 0.2379
H -3.588 -6.663 3.275 0.2611
H -3.629 -5.126 2.193 0.2538
H -3.653 -4.991 3.835 0.2579
C 0.530 -1.142 7.515 -0.7978
S -0.896 -0.200 6.836 1.2674
O -0.856 -0.242 5.283 -0.8228
C -2.302 -1.251 7.352 -0.8287
H 0.803 -2.029 6.942 0.2572
H 0.457 -1.395 8.572 0.2693
H 1.316 -0.410 7.330 0.2454
H -2.603 -1.017 8.374 0.2631
H -2.277 -2.335 7.239 0.2552
H -3.166 -0.983 6.745 0.2612
C 2.097 5.599 4.275 -0.8159
S 3.028 5.203 2.749 1.2807
O 2.389 4.059 2.021 -0.8677
C 2.488 6.824 1.885 -0.7807
H 2.583 6.446 4.758 0.2598
H 2.232 4.800 5.005 0.2519
H 1.052 5.848 4.088 0.2514
H 1.463 7.174 2.013 0.2450
H 2.612 6.760 0.804 0.2442
H 3.126 7.598 2.310 0.2468


(3)
61
Properties=species:S:1:pos:R:3:mulliken_spin:R:1 method="wB97M-V/def2-TZVPD" homo_lumo_gap_ev="8.814 / 9.900" spin_multiplicity=3 charge=0 e_above_lowest_kcal_mol=5.1 lumo_ha="0.001 / 0.010"
V 2.519 -16.157 11.652 1.9734
B 0.779 -17.153 12.582 -0.0068
H 1.836 -17.625 12.795 -0.0209
H 0.311 -17.545 11.560 0.0261
H 0.088 -17.559 13.465 -0.0017
H 0.864 -15.990 12.664 0.0024
B 3.637 -17.637 10.389 0.0202
H 3.126 -16.919 9.635 0.0133
H 2.804 -18.165 11.028 -0.0057
H 4.314 -18.447 9.844 -0.0093
H 4.292 -17.050 11.159 -0.0069
B 3.626 -15.675 13.493 -0.0263
H 3.770 -16.736 13.021 -0.0234
H 4.053 -15.610 14.601 -0.0060
H 4.075 -14.894 12.744 0.0381
H 2.488 -15.432 13.555 -0.0001
C 6.576 -13.195 9.772 -0.0003
C 6.823 -14.387 8.827 -0.0002
C 5.550 -15.199 8.576 0.0039
S 4.200 -14.197 9.214 0.0013
O 3.876 -14.748 10.523 0.0405
O 3.153 -14.046 8.250 -0.0020
C 5.144 -12.717 9.596 0.0011
H 7.313 -12.437 9.498 0.0000
H 6.851 -13.363 10.815 -0.0002
H 7.636 -15.021 9.177 -0.0001
H 7.153 -13.978 7.871 0.0001
H 5.493 -16.202 8.987 -0.0034
H 5.369 -15.237 7.502 -0.0011
H 4.587 -12.233 10.394 -0.0007
H 5.151 -12.044 8.734 0.0001
C 0.559 -11.481 14.403 0.0001
C 2.059 -11.398 14.676 0.0016
C 2.681 -12.631 14.051 0.0037
S 1.959 -12.629 12.411 0.0042
O 1.845 -13.981 11.922 -0.0073
O 2.628 -11.660 11.578 0.0008
C 0.387 -11.915 12.961 0.0004
H 0.157 -10.475 14.550 0.0002
H 0.030 -12.077 15.145 0.0000
H 2.305 -11.285 15.733 -0.0002
H 2.538 -10.517 14.235 0.0003
H 2.240 -13.514 14.525 0.0005
H 3.757 -12.764 14.060 -0.0019
H -0.397 -12.641 12.733 -0.0006
H 0.117 -11.111 12.275 0.0001
C -2.276 -16.079 10.838 0.0056
C -2.328 -16.983 9.607 -0.0032
C -0.931 -17.161 9.059 0.0073
S -0.142 -15.554 9.353 0.0047
O -0.159 -14.865 8.097 -0.0009
O 1.079 -15.688 10.111 -0.0186
C -1.445 -14.866 10.432 0.0043
H -1.736 -16.576 11.645 -0.0042
H -3.286 -15.777 11.107 0.0000
H -3.017 -16.555 8.869 0.0000
H -2.830 -17.928 9.826 -0.0002
H -0.797 -17.347 7.997 0.0004
H -0.370 -17.913 9.614 -0.0005
H -1.993 -14.318 9.661 0.0002
H -1.017 -14.212 11.181 -0.0022


(4)
61
Properties=species:S:1:pos:R:3:mulliken_spin:R:1 method="wB97M-V/def2-TZVPD" homo_lumo_gap_ev="2.750 / 9.468" spin_multiplicity=2 charge=0 lumo_ha="-0.018 / -0.012"
K -0.800 -0.977 -4.114 0.2470
K 3.520 1.917 -3.201 1.2821
B 0.805 0.630 -1.637 -0.3831
F 1.763 0.957 -0.767 -0.0921
F 1.396 0.442 -2.844 0.0622
F 0.121 -0.512 -1.237 -0.0922
F -0.026 1.689 -1.767 -0.0428
C -4.327 0.187 -2.786 0.0005
C -3.311 1.165 -2.171 0.0080
O -2.158 1.137 -3.032 0.0076
H -3.833 -0.675 -3.233 0.0030
H -4.780 0.701 -3.634 0.0004
H -5.100 -0.002 -2.041 -0.0006
H -2.935 1.004 -1.160 -0.0028
H -3.653 2.187 -2.011 -0.0003
H -1.471 1.629 -2.578 -0.0007
C 0.226 -4.038 -1.206 0.0018
C 1.218 -3.599 -2.298 -0.0569
O 0.722 -3.743 -3.602 -0.0009
H -0.805 -3.770 -1.437 0.0019
H 0.529 -3.677 -0.223 -0.0015
H 0.195 -5.127 -1.250 -0.0004
H 2.202 -4.010 -2.071 0.0013
H 1.213 -2.529 -2.089 0.0534
H 1.389 -3.462 -4.232 0.0107
C 4.241 1.554 3.413 0.0023
C 4.146 1.059 1.914 -0.0046
O 5.044 1.640 1.027 -0.0257
H 5.178 1.404 3.951 0.0001
H 3.394 1.265 4.036 -0.0001
H 4.046 2.626 3.383 -0.0005
H 3.203 1.310 1.427 0.0065
H 4.280 -0.015 1.788 0.0008
H 5.934 1.460 1.341 0.0035
C -0.435 4.884 1.309 0.0007
C -0.436 3.918 0.172 0.0100
O -0.699 2.611 0.666 -0.0025
H -1.431 5.097 1.698 -0.0004
H 0.111 5.794 1.060 0.0005
H 0.108 4.471 2.160 -0.0003
H 0.476 3.963 -0.424 0.0108
H -1.133 4.365 -0.538 -0.0002
H -0.508 1.972 -0.024 0.0011
C -2.901 -2.655 1.504 0.0000
C -2.954 -1.486 0.533 -0.0003
O -2.142 -1.751 -0.572 -0.0095
H -2.588 -3.619 1.102 0.0000
H -3.852 -2.848 2.000 0.0000
H -2.233 -2.375 2.319 -0.0001
H -2.515 -0.566 0.921 -0.0002
H -3.941 -1.310 0.105 -0.0003
H -1.254 -1.441 -0.381 0.0056
C 0.480 -1.022 3.261 0.0001
C 0.691 -1.302 1.823 -0.0011
O 1.925 -0.922 1.242 -0.0009
H 0.876 -1.775 3.942 0.0000
H -0.546 -0.699 3.438 0.0001
H 1.064 -0.127 3.477 -0.0001
H 0.071 -0.576 1.298 0.0021
H 0.302 -2.288 1.569 0.0016
H 1.893 -0.143 0.681 -0.0046